Computed, not measured: a structure of composition C15H32AlB2O7 in a non-equilibrium geometry, with wB97M-V/def2-TZVPD.

As for the multiplicity: 2. The molecular weight comes out at 373.02 g mol⁻¹. The calculation puts the HOMO energy (spin up / spin down) at -15.569 / -15.024 eV. The calculation puts the frontier orbital gap (spin up / spin down) at 4.3 / 3.3 eV. As for the net charge: +2.

Each line ends with the Mulliken charge.
Positions of all 57 atoms, in Å:
Al: 5.065 -21.129 10.952  1.222
O: 3.289 -22.522 12.920  -0.478
O: 4.649 -18.820 9.242  -0.259
O: 1.739 -23.944 12.331  -0.360
O: 6.183 -23.217 12.776  -0.570
O: 5.438 -23.763 14.790  -0.252
O: 4.454 -19.987 15.788  -0.373
O: 4.604 -19.934 13.552  -0.437
C: 0.180 -23.624 13.924  -0.739
C: 5.981 -26.074 14.699  -0.628
C: 1.323 -22.818 14.316  0.186
C: 4.116 -16.661 10.096  -0.997
C: 5.868 -24.098 13.525  0.602
C: 0.672 -24.636 12.839  -0.465
C: 5.949 -25.540 13.255  -0.503
C: 2.803 -18.390 16.155  -0.816
C: 4.026 -19.537 14.562  0.393
C: 4.157 -17.763 9.017  0.964
C: 5.307 -24.946 15.519  -0.376
C: 2.239 -23.063 13.157  0.335
C: 3.703 -19.341 16.860  -0.303
C: 2.820 -18.709 14.661  0.148
C: 3.472 -17.426 7.764  -1.240
B: 7.709 -21.650 9.335  0.550
B: 2.436 -19.530 11.389  0.572
H: 1.675 -23.135 15.298  0.277
H: 7.711 -22.729 9.310  0.020
H: 7.597 -21.384 10.375  -0.252
H: 7.033 -26.217 14.944  0.276
H: 1.194 -25.533 13.173  0.281
H: 3.893 -17.810 6.835  0.378
H: 8.604 -21.404 8.786  0.046
H: -0.114 -24.891 12.128  0.310
H: 5.516 -27.045 14.873  0.364
H: 3.437 -16.363 7.526  0.395
H: 5.643 -24.809 16.547  0.337
H: 3.109 -17.366 16.372  0.337
H: 3.931 -15.754 9.521  0.419
H: -0.303 -24.197 14.715  0.333
H: 3.010 -17.801 14.089  0.229
H: 2.310 -20.252 12.182  -0.585
H: 1.932 -19.259 14.350  0.143
H: 1.805 -18.455 16.588  0.326
H: 3.348 -16.756 10.864  0.223
H: 2.571 -19.972 10.414  -0.044
H: 2.427 -17.707 7.898  0.334
H: 5.058 -16.782 10.631  0.363
H: 5.106 -25.962 12.709  0.229
H: 1.090 -21.766 14.477  0.013
H: 3.341 -18.957 11.521  -0.325
H: 6.828 -21.392 8.767  -0.183
H: 1.567 -18.896 11.306  0.065
H: 4.420 -18.786 17.464  0.266
H: 6.772 -25.748 12.571  0.380
H: 4.234 -25.108 15.626  0.235
H: 3.244 -20.162 17.411  0.328
H: -0.594 -23.026 13.443  0.307

Cartesian forces (eV/Å) of the 6 atoms listed first:
Al 0.3934 -0.3931 0.5683
O 1.1785 0.9543 -0.3746
O 1.0392 -1.9127 0.1211
O 1.9665 1.2023 -2.6401
O -0.0020 1.3494 -1.5209
O 1.1744 -0.0073 -2.1598

---

Computed, not measured: a structure of composition C15H32As2N2O5Y in a non-equilibrium geometry, with wB97M-V/def2-TZVPD.

As for the multiplicity: 1. The molecular weight comes out at 559.18 g mol⁻¹. The calculation puts the HOMO energy (spin up / spin down) at -7.479 / -7.556 eV. The calculation puts the frontier orbital gap (spin up / spin down) at 4.1 / 4.2 eV. As for the net charge: +1. For the energy above the lowest of the compared OMol25 structures with the same formula, charge and spin, the calculation gives 101.7 kcal/mol.

Each line ends with the Mulliken charge.
Positions of all 57 atoms, in Å:
Y: 0.382 0.218 0.303  -0.017
As: 2.409 0.902 1.721  1.129
As: -1.060 0.078 2.816  0.657
O: 1.989 -0.500 -2.347  -0.553
O: 4.236 2.311 -1.802  -0.507
O: 0.269 -2.197 0.619  -0.730
O: -3.063 -0.476 -0.197  -0.583
O: -0.789 2.095 -0.143  -0.830
N: -1.750 -0.476 -0.838  -0.351
N: 0.595 -0.484 -1.876  0.362
C: -0.354 -0.974 -2.640  0.445
C: -1.688 -0.908 -2.092  0.474
C: -1.821 1.106 4.290  -1.065
C: 0.390 -1.153 4.972  -0.623
C: 4.289 1.247 1.683  -1.289
C: -0.076 -1.512 -4.027  -1.634
C: 2.953 2.823 -1.454  -0.493
C: 1.521 -1.638 5.670  -0.909
C: -1.812 -1.718 2.802  -1.259
C: 1.931 2.566 2.582  -0.941
C: 0.604 -0.449 3.777  0.483
C: -2.899 -1.348 -2.862  -1.507
C: 3.021 -0.729 3.968  -0.713
C: 1.910 -0.234 3.288  0.389
C: 2.796 -1.432 5.185  -0.712
H: -1.175 1.974 4.504  0.312
H: -0.760 -2.366 -4.206  0.383
H: -3.809 -0.876 -2.443  0.414
H: 1.357 -2.177 6.602  0.404
H: -2.762 -1.050 -3.921  0.383
H: -2.978 -0.183 0.731  0.194
H: -2.096 -1.916 3.831  0.405
H: 2.191 2.293 -2.062  0.239
H: -2.982 -2.455 -2.812  0.262
H: 2.893 3.905 -1.596  0.420
H: 4.541 1.518 2.710  0.548
H: 2.555 0.075 -1.787  0.228
H: -1.028 -2.416 2.451  0.365
H: 2.137 3.361 1.854  0.425
H: -1.451 1.496 -0.619  0.593
H: 0.937 -2.055 -0.078  0.394
H: -1.871 0.452 5.174  0.407
H: 3.671 -1.794 5.715  0.397
H: 4.012 -0.549 3.569  0.474
H: -0.652 -2.036 0.172  0.417
H: 4.497 2.721 -2.631  0.304
H: -0.615 -1.326 5.343  0.244
H: -2.666 -1.736 2.106  0.562
H: -0.276 -0.709 -4.764  0.267
H: 0.983 -1.833 -4.083  0.414
H: 2.773 2.544 -0.390  -0.084
H: 4.812 0.355 1.342  0.385
H: -2.812 1.441 3.971  0.445
H: 2.646 2.595 3.427  0.445
H: 4.466 2.077 0.978  0.434
H: -1.040 1.981 0.842  0.483
H: 0.900 2.519 2.917  0.216

Cartesian forces (eV/Å) of the 6 atoms listed first:
Y -2.6225 -2.2506 -5.1664
As 1.3302 0.4667 1.9280
As 1.2849 -0.0894 0.9063
O -0.3672 -0.4321 -0.5838
O -0.1317 0.1290 0.3931
O -1.3422 0.6416 0.0531

---

Computed, not measured: a cluster of 3 separate species, C15H32BCl5FNO6P in total, with wB97M-V/def2-TZVPD.

As for the multiplicity: 1. The molecular weight comes out at 560.47 g mol⁻¹. The calculation puts the HOMO energy at -12.482 eV. The calculation puts the frontier orbital gap at 10.2 eV. As for the net charge: +1.

Each line ends with the Mulliken charge.
Positions of all 62 atoms, in Å:
Cl: -5.738 2.118 0.840  -0.187
Cl: -3.259 -4.713 -3.350  -0.174
Cl: 5.165 4.969 -1.118  -0.186
Cl: -1.210 -2.303 -4.432  -0.156
Cl: 6.618 2.718 0.948  -0.145
P: -1.593 -1.106 2.891  0.746
F: 0.231 0.764 2.004  -0.106
O: -2.018 0.093 3.852  -0.576
O: -2.684 -2.229 3.026  -0.550
O: -3.030 -3.329 0.439  -0.487
O: -0.245 -1.635 3.053  -0.687
O: 1.776 1.918 0.092  -0.405
O: -3.251 -2.027 -1.537  -0.864
N: -0.773 0.826 1.071  0.155
C: 3.990 0.164 2.157  -1.137
C: -4.459 -0.267 1.324  -1.011
C: -5.674 0.341 0.634  -0.859
C: 1.271 0.737 -0.457  -0.927
C: 3.175 1.871 0.436  -0.133
C: 6.727 5.158 -0.275  -0.467
C: -1.329 -3.953 -5.113  -0.467
C: -0.238 0.783 -0.367  0.191
C: -3.169 0.508 1.051  -1.402
C: 3.416 1.558 1.914  -0.400
C: -1.857 -0.268 1.244  1.385
C: -1.021 -0.344 -1.039  -1.078
C: -1.491 -1.250 0.112  -1.120
C: -2.740 -4.478 -5.047  -0.453
C: 7.462 3.848 -0.149  -0.505
B: -2.621 -2.293 -0.362  0.927
H: 8.451 4.019 0.270  0.333
H: 3.664 1.125 -0.200  0.411
H: 1.680 -0.170 0.005  0.352
H: 2.475 1.678 2.453  0.234
H: -4.394 -1.295 0.950  0.314
H: 4.109 2.301 2.310  0.433
H: 3.371 -0.607 1.688  0.244
H: -0.545 1.742 -0.789  0.184
H: -0.585 -1.762 0.462  0.753
H: -2.803 -5.446 -5.538  0.348
H: -0.365 -0.927 -1.685  0.651
H: -1.551 0.060 4.697  0.404
H: -3.449 -3.793 -5.505  0.319
H: 6.522 5.592 0.700  0.312
H: -6.594 -0.042 1.067  0.469
H: -4.644 -0.306 2.401  0.366
H: 4.988 0.076 1.724  0.323
H: -0.645 -4.584 -4.552  0.291
H: -5.659 0.144 -0.436  0.321
H: 1.480 0.676 -1.534  0.414
H: -3.152 1.368 1.724  0.837
H: -1.847 0.067 -1.612  0.359
H: -2.408 -4.006 0.712  0.336
H: 3.577 2.844 0.164  -0.094
H: -3.197 0.905 0.031  0.712
H: -1.178 1.752 1.227  0.594
H: 4.047 -0.071 3.220  0.379
H: 7.324 5.855 -0.859  0.341
H: -3.133 -2.683 -2.243  0.097
H: 7.560 3.354 -1.112  0.317
H: -3.529 -2.142 2.572  0.370
H: -1.002 -3.902 -6.149  0.356

Cartesian forces (eV/Å) of the 6 atoms listed first:
Cl -0.0125 -0.0080 0.0288
Cl -0.0554 -0.1035 0.0047
Cl -0.0006 0.0064 0.0019
Cl 0.0093 0.0019 0.0077
Cl 0.0281 -0.0257 -0.0050
P 0.0832 0.2683 0.0057

---

Computed, not measured: a structure of composition C15H32CoN8O6 in a non-equilibrium geometry, with wB97M-V/def2-TZVPD.

As for the multiplicity: 5. The molecular weight comes out at 479.40 g mol⁻¹. The calculation puts the HOMO energy (spin up / spin down) at -10.560 / -11.847 eV. The calculation puts the frontier orbital gap (spin up / spin down) at 6.0 / 6.0 eV. As for the net charge: +1. For the energy above the lowest of the compared OMol25 structures with the same formula, charge and spin, the calculation gives 0.6 kcal/mol.

Each line ends with the Mulliken charge.
Positions of all 62 atoms, in Å:
Co: 0.544 -0.836 0.421  -2.391
O: -0.796 -0.982 2.909  -0.523
O: -1.448 -2.677 1.153  -0.730
O: 4.997 -1.098 -2.016  -0.514
O: 1.879 -3.086 1.568  -0.569
O: 1.868 -0.760 -2.053  -0.736
O: 2.715 0.822 -0.233  -0.497
N: -1.028 0.855 -0.166  1.612
N: 0.906 -1.247 -1.347  1.533
N: 1.913 0.356 0.750  1.095
N: 0.323 -0.566 2.236  0.890
N: -1.854 2.336 -1.931  0.030
N: -0.685 -2.189 0.213  1.480
N: -1.911 3.051 0.449  0.098
N: -3.435 1.270 -0.352  0.047
C: -0.951 -2.577 -1.078  0.229
C: -0.055 -2.006 -1.993  0.199
C: 1.036 0.423 2.864  0.326
C: -2.117 -3.435 -1.367  -1.477
C: -0.898 2.017 0.747  -0.581
C: 1.961 1.009 1.956  0.487
C: -0.837 1.328 -1.562  -0.509
C: 2.699 2.273 2.198  -1.734
C: -3.196 1.722 -1.750  -0.649
C: -0.143 -2.110 -3.474  -1.471
C: 0.632 0.975 4.173  -1.666
C: -1.721 3.468 -0.966  -0.678
C: -2.393 0.287 -0.015  -0.825
C: 4.480 -2.009 -1.049  -0.268
C: -3.257 2.423 0.572  -0.652
H: 4.283 -1.477 -0.115  0.116
H: 1.066 -3.611 1.414  0.323
H: 3.538 -2.381 -1.441  0.005
H: 5.183 -2.841 -0.879  0.436
H: -3.270 0.848 -2.414  0.291
H: 2.409 0.245 -1.052  0.460
H: 0.809 -2.431 -3.911  0.351
H: -2.482 4.221 -1.201  0.365
H: 3.581 2.117 2.837  0.390
H: 1.608 -2.480 2.281  0.321
H: -2.554 -0.040 1.023  0.170
H: -0.057 1.823 4.047  0.309
H: -0.432 -1.154 -3.940  0.286
H: -0.714 3.886 -1.073  0.342
H: -1.989 -4.429 -0.920  0.364
H: -3.962 2.460 -2.011  0.345
H: 0.103 2.460 0.640  0.088
H: -3.382 2.056 1.598  0.328
H: 0.134 0.244 4.818  0.394
H: 5.962 -1.076 -1.878  0.293
H: 3.043 2.723 1.263  0.421
H: 2.076 3.008 2.725  0.408
H: -1.190 -1.694 2.245  0.457
H: -0.906 0.471 -2.251  -0.103
H: -3.051 -3.000 -0.979  0.324
H: -4.015 3.180 0.342  0.363
H: 0.157 1.787 -1.681  0.168
H: -2.511 -0.581 -0.678  0.195
H: 1.491 1.365 4.728  0.465
H: -2.227 -3.582 -2.443  0.380
H: -1.025 1.691 1.788  -0.026
H: -0.906 -2.847 -3.739  0.417

Cartesian forces (eV/Å) of the 6 atoms listed first:
Co 0.7326 -0.5781 0.6231
O 1.0332 -0.0404 -0.9654
O 1.0170 0.6828 -1.4689
O 0.7446 -0.1406 0.1830
O -1.0050 0.2472 -0.0142
O -1.6890 -0.4503 0.8672